Entry 1:
Here is a structure of composition C11H13ClO3Tc from the Open Molecules 2025 dataset. Energies are from the ωB97M-V functional and the def2-TZVPD basis.

For the HOMO-LUMO gap (spin up / spin down), the calculation gives 6.6 / 6.2 eV. The net charge is +2. The strongest force on any atom is 8.65 eV/Å. The spin multiplicity is 4.

Element x y z (Å)
1 Tc 0.017 0.055 -0.098
2 Cl 0.124 2.738 -0.822
3 O -1.468 1.665 2.259
4 O 2.898 0.869 0.728
5 O 0.056 -0.097 2.030
6 C -1.146 0.224 -2.188
7 C -1.040 -1.838 -1.141
8 C -0.959 1.003 1.449
9 C 1.238 0.323 -3.222
10 C -1.885 -0.693 -1.396
11 C 0.179 -0.305 -2.438
12 C 0.026 -0.029 3.406
13 C 0.219 -1.605 -1.778
14 C -0.956 -0.851 3.998
15 C 1.822 0.576 0.391
16 C 0.999 0.805 3.996
17 H 2.223 0.070 -2.819
18 H 1.204 -0.003 -4.268
19 H 0.898 1.889 3.755
20 H -0.830 -1.922 3.722
21 H 2.034 0.503 3.717
22 H 1.065 -2.278 -1.799
23 H -0.841 -0.786 5.091
24 H 0.916 0.707 5.088
25 H -1.322 -2.721 -0.589
26 H -1.466 1.203 -2.507
27 H 1.119 1.409 -3.189
28 H -2.903 -0.573 -1.055
29 H -2.009 -0.576 3.766

***

Entry 2:
Here is a structure of composition C11H13MnN2O3S6Sb from the Open Molecules 2025 dataset. Energies are from the ωB97M-V functional and the def2-TZVPD basis.

For the HOMO-LUMO gap (spin up / spin down), the calculation gives 5.8 / 5.4 eV. The net charge is 0. The strongest force on any atom is 0.89 eV/Å. The spin multiplicity is 2.

Element x y z (Å)
1 Sb 1.069 -0.642 -2.007
2 Mn -0.742 0.788 0.421
3 S -1.557 2.801 -0.153
4 S -1.514 0.301 2.788
5 S 1.380 0.754 -0.050
6 S 1.792 -2.693 -1.566
7 S 1.274 0.473 -3.935
8 S -1.258 -0.506 -1.224
9 O -2.107 0.465 4.068
10 O -0.425 1.257 2.418
11 O -2.417 0.383 1.595
12 N 0.703 3.983 -1.162
13 N -0.575 3.194 -2.702
14 C 1.502 -4.802 1.694
15 C 0.712 -3.575 2.028
16 C -0.434 3.303 -1.376
17 C 0.546 -1.435 3.140
18 C -0.562 -3.388 1.507
19 C 0.499 3.780 -3.324
20 C 1.304 4.281 -2.356
21 C -1.282 -2.235 1.778
22 C 1.248 -2.592 2.862
23 C -0.712 -1.253 2.573
24 C -1.673 2.529 -3.383
25 H 1.059 4.167 -0.237
26 H -2.442 3.255 -3.642
27 H 2.248 4.788 -2.413
28 H 1.203 -5.205 0.728
29 H 1.352 -5.576 2.448
30 H 0.985 -0.656 3.750
31 H 2.242 -2.725 3.268
32 H 2.567 -4.578 1.651
33 H -0.982 -4.135 0.846
34 H -2.260 -2.076 1.344
35 H 0.609 3.757 -4.392
36 H -2.083 1.773 -2.716
37 H -1.271 2.041 -4.267

***

Entry 3:
Here is an isolated molecule of C11H13N from the Open Molecules 2025 dataset. Energies are from the ωB97M-V functional and the def2-TZVPD basis.

For the HOMO-LUMO gap (spin up / spin down), the calculation gives 7.5 / 7.2 eV. The net charge is 0. The strongest force on any atom is 5.86 eV/Å.

Element x y z (Å)
1 N 0.332 1.968 0.175
2 C -1.912 2.176 -0.239
3 C -3.195 1.673 -0.208
4 C -2.384 -0.546 0.118
5 C -2.576 -2.037 0.248
6 C -0.802 1.323 0.003
7 C -3.430 0.312 0.000
8 C 2.830 1.692 0.274
9 C 1.384 1.190 0.041
10 C 1.435 -0.122 -0.331
11 C 2.714 -0.896 -0.268
12 C -1.130 0.009 0.273
13 H -1.523 3.116 -0.453
14 H -3.714 -2.336 0.530
15 H -4.129 2.204 -0.279
16 H -1.875 -2.539 0.945
17 H 3.313 -0.889 -1.203
18 H -2.287 -2.421 -0.634
19 H -4.356 -0.187 0.036
20 H 3.358 -0.708 0.486
21 H 0.457 -0.585 -0.427
22 H 2.811 2.727 0.472
23 H 3.564 1.462 -0.482
24 H 3.253 1.345 1.249
25 H 2.397 -2.028 -0.201

***

Entry 4:
Here is a cluster of 2 separate species, C11H13N2 in total from the Open Molecules 2025 dataset. Energies are from the ωB97M-V functional and the def2-TZVPD basis.

For the HOMO-LUMO gap, the calculation gives 7.7 eV. The net charge is +1. The strongest force on any atom is 5.76 eV/Å.

Element x y z (Å)
1 N 0.879 2.157 0.309
2 N -0.905 1.183 -1.009
3 C -1.661 -0.767 1.403
4 C 0.994 -0.125 -0.591
5 C 3.272 -0.577 0.727
6 C 1.535 -1.354 -0.683
7 C -0.399 2.385 -0.312
8 C 1.555 0.944 0.163
9 C 2.836 0.699 0.706
10 C -0.285 0.067 -1.175
11 C 2.620 -1.612 0.089
12 C -2.717 -1.014 0.861
13 C -3.716 -1.421 0.014
14 H -0.276 3.180 -1.107
15 H -1.116 2.730 0.312
16 H 0.970 2.540 1.233
17 H -1.750 1.315 -1.397
18 H -0.749 -0.638 -1.833
19 H -3.856 -0.945 -0.996
20 H -3.635 -2.540 -0.163
21 H -0.742 -0.506 2.008
22 H 3.647 1.424 0.818
23 H 0.957 -2.134 -1.166
24 H 3.038 -2.646 0.069
25 H 4.198 -0.786 1.104
26 H -4.692 -1.560 0.613

***

Entry 5:
Here is the ion C11H13N2 with charge +1 from the Open Molecules 2025 dataset. Energies are from the ωB97M-V functional and the def2-TZVPD basis.

For the HOMO-LUMO gap, the calculation gives 7.1 eV. The net charge is +1. As for the SMILES: CC1=C[C@@H]2C=NC=[N+](C)C=C2C=C1. The strongest force on any atom is 4.52 eV/Å.

Element x y z (Å)
1 N -1.341 1.648 -1.346
2 N -0.407 2.497 0.649
3 C -0.708 -1.791 -0.495
4 C 0.513 1.528 1.029
5 C -0.834 -0.407 -0.138
6 C 1.527 -1.893 -0.007
7 C -1.105 0.466 -1.543
8 C -0.278 3.661 1.470
9 C 0.387 -2.575 -0.466
10 C 1.596 -0.655 0.552
11 C 0.456 0.168 0.512
12 C -1.294 2.416 -0.299
13 C 0.529 -3.935 -0.980
14 H -0.882 4.539 1.072
15 H -1.998 3.286 -0.473
16 H -0.452 -4.358 -1.520
17 H -0.615 3.425 2.461
18 H 1.428 1.988 1.505
19 H 1.301 -3.952 -1.800
20 H 0.804 3.887 1.637
21 H 0.704 -4.624 -0.115
22 H 2.604 -0.357 0.958
23 H -1.731 -2.142 -0.727
24 H 2.447 -2.520 -0.056
25 H -0.947 -0.146 -2.441
26 H -1.705 -0.154 0.561

***

Entry 6:
Here is a structure of composition C11H13N3O from the Open Molecules 2025 dataset. Energies are from the ωB97M-V functional and the def2-TZVPD basis.

For the HOMO-LUMO gap, the calculation gives 8.4 eV. The net charge is 0. The strongest force on any atom is 6.68 eV/Å.

Element x y z (Å)
1 O -4.015 -0.044 -0.114
2 N 0.248 -0.274 -1.211
3 N 2.747 -0.884 -0.447
4 N 1.955 1.184 0.368
5 C 4.047 0.398 1.207
6 C -1.934 -0.170 1.025
7 C 1.848 0.081 -0.302
8 C 3.074 1.415 1.077
9 C -2.749 -0.440 -0.222
10 C -0.702 0.697 -0.811
11 C -2.064 0.409 -1.409
12 C 0.129 -1.638 -1.185
13 C -0.383 -2.743 -1.401
14 C -0.921 0.924 0.681
15 C 3.816 -0.703 0.329
16 H -2.646 -1.494 -0.607
17 H -4.207 0.643 0.467
18 H -0.814 -3.662 -1.132
19 H -2.053 -0.184 -2.303
20 H -2.612 1.313 -1.512
21 H 5.061 0.583 1.699
22 H -1.278 1.981 0.708
23 H 0.006 0.818 1.250
24 H -0.358 1.709 -1.273
25 H 3.098 2.334 1.649
26 H 4.677 -1.345 0.115
27 H -2.571 0.209 1.801
28 H -1.399 -1.117 1.553

***

Entry 7:
Here is an isolated molecule of C11H13N3S from the Open Molecules 2025 dataset. Energies are from the ωB97M-V functional and the def2-TZVPD basis.

For the HOMO-LUMO gap, the calculation gives 8.9 eV. The net charge is 0. As for the SMILES: CCSc1nnc(-c2ccccc2)n1C. The strongest force on any atom is 8.21 eV/Å.

Element x y z (Å)
1 S 3.034 0.936 -0.426
2 N 0.119 -1.442 0.238
3 N 1.416 -1.154 0.160
4 N 0.427 0.707 -0.171
5 C 3.878 -0.469 -0.341
6 C -4.141 -1.072 -0.669
7 C 1.640 0.042 -0.161
8 C -2.721 -1.099 -0.727
9 C -1.932 -0.138 -0.081
10 C -4.010 0.773 0.801
11 C -0.452 -0.292 0.046
12 C -4.865 -0.117 0.224
13 C -2.603 0.865 0.658
14 C 4.154 -1.157 1.099
15 C 0.297 2.088 -0.222
16 H 4.915 -0.330 -0.979
17 H 1.371 2.462 -0.662
18 H -0.019 2.735 0.709
19 H 4.707 -2.072 0.930
20 H 3.089 -1.274 1.699
21 H -4.720 -1.720 -1.519
22 H -4.388 1.534 1.554
23 H -5.883 -0.012 0.444
24 H -0.608 2.197 -1.060
25 H 4.827 -0.419 1.700
26 H -2.126 1.840 1.007
27 H -2.335 -1.960 -1.462
28 H 3.414 -1.289 -0.892

***

Entry 8:
Here is an isolated molecule of C11H13N5O6 from the Open Molecules 2025 dataset. Energies are from the ωB97M-V functional and the def2-TZVPD basis.

For the HOMO-LUMO gap, the calculation gives 7.4 eV. The net charge is 0. As for the SMILES: C[C@@H]1CCC[N@H+]1[C@@H]1C(=[N+]([O-])[O-])C=C([N+](=O)[O-])c2no[n+]([O-])c21. The strongest force on any atom is 3.23 eV/Å.

Element x y z (Å)
1 O -3.519 -1.026 0.903
2 O 2.764 -1.677 2.111
3 O 2.306 2.628 2.583
4 O 0.258 3.314 2.912
5 O -3.566 0.833 2.078
6 O 1.478 -3.493 1.506
7 N -2.933 -0.096 1.526
8 N 1.533 -2.287 1.719
9 N 1.079 2.418 2.600
10 N -1.119 -1.992 -0.013
11 N 2.611 -0.323 2.320
12 C -1.887 -3.297 0.133
13 C 0.400 -0.848 -1.591
14 C -1.502 -0.102 1.613
15 C -0.028 -2.194 -1.036
16 C -0.653 -3.200 -1.999
17 C 0.651 -1.238 1.532
18 C 0.524 1.115 2.247
19 C 1.297 -0.082 1.989
20 C -1.519 -4.094 -1.106
21 C -0.791 -1.412 1.293
22 C -0.883 1.009 2.170
23 H -2.409 -4.480 -1.617
24 H -0.924 -4.942 -0.752
25 H 0.123 -3.739 -2.564
26 H -1.147 -2.159 2.045
27 H 0.655 -0.137 -0.792
28 H -1.529 -3.778 1.064
29 H 0.787 -2.696 -0.495
30 H -2.947 -3.018 0.253
31 H 1.262 -0.988 -2.252
32 H -1.771 -1.365 -0.507
33 H -0.402 -0.422 -2.210
34 H -1.277 -2.660 -2.724
35 H -1.515 1.859 2.423